<1>
ORCA calculation (ωB97M-V/def2-TZVPD) on the molecule C2H4FP.

Summary:
SMILES = [H]/P=C(/C)F

Element x y z (Å)
H (-2.98, -0.58, 0.33)
P (-2.14, 0.51, 0.00)
C (-0.70, -0.41, -0.02)
C (0.66, 0.10, 0.00)
F (-0.72, -1.80, -0.02)
H (1.24, -0.39, -0.65)
H (0.99, -0.04, 0.95)
H (0.82, 1.09, -0.09)

Atom charges from the Mulliken analysis, given in e for atoms 1 to 2: 0.0161 -0.1236

***

<2>
ORCA calculation (ωB97M-V/def2-TZVPD) on the molecule C2H4FP.

Summary:
SMILES = F[C@@H]1CP1

Element x y z (Å)
F (-0.26, 1.82, -0.60)
C (0.59, 0.89, -0.08)
C (0.02, -0.47, -0.27)
P (-0.30, 0.13, 1.51)
H (1.67, 1.28, 0.04)
H (-0.61, -0.61, -1.11)
H (0.70, -1.38, -0.17)
H (-1.57, 0.74, 1.47)

Atom charges from the Mulliken analysis, given in e for atoms 1 to 2: -0.2548 0.0523

***

Question: which arrangement is favored energetically? Ranking from most to least stable: <1>, <2>.

***

<1>
ORCA calculation (ωB97M-V/def2-TZVPD) on the molecule C5H5F2N.

Summary:
SMILES = N#C[C@@]1(F)CC[C@@H]1F

Element x y z (Å)
N (3.57, -1.26, 0.82)
C (2.71, -0.75, 0.27)
C (1.62, -0.01, -0.30)
F (2.13, 0.76, -1.30)
C (0.15, -0.54, -0.78)
C (-0.52, 0.62, -0.04)
C (0.76, 1.05, 0.66)
F (0.99, 2.33, 0.75)
H (-0.23, -1.44, -0.39)
H (0.28, -0.52, -1.90)
H (-0.81, 1.45, -0.77)
H (-1.32, 0.37, 0.60)
H (1.00, 0.79, 1.73)

Atom charges from the Mulliken analysis, given in e for atoms 1 to 2: -0.3891 0.0539

***

<2>
ORCA calculation (ωB97M-V/def2-TZVPD) on the molecule C5H5F2N.

Summary:
SMILES = FC1=C(F)[C@H]2N[C@H]2C1

Element x y z (Å)
F (2.64, -0.66, -0.28)
C (1.33, -0.27, -0.08)
C (0.91, 1.06, -0.05)
F (1.73, 2.19, -0.09)
C (-0.51, 0.91, 0.31)
N (-1.35, 0.74, -0.87)
C (-0.93, -0.45, 0.19)
C (0.29, -1.33, -0.09)
H (-0.75, 1.59, 1.17)
H (-2.37, 0.97, -0.69)
H (-1.67, -0.80, 0.90)
H (0.24, -1.90, -1.08)
H (0.45, -2.05, 0.65)

Atom charges from the Mulliken analysis, given in e for atoms 1 to 2: -0.2963 0.1410

***

Question: which arrangement is favored energetically? Ranking from most to least stable: <1>, <2>.

***

<1>
ORCA calculation (ωB97M-V/def2-TZVPD) on the ion C3H8N3 with charge +1.

Summary:
Net charge = +1
SMILES = C#C[NH2+]NCN

Element x y z (Å)
C (1.68, -2.89, -0.08)
C (1.13, -1.88, 0.28)
N (0.65, -0.61, 0.74)
N (-0.06, 0.18, -0.22)
C (-0.78, 1.42, 0.10)
N (-1.38, 1.90, -1.05)
H (2.26, -3.73, -0.41)
H (1.52, -0.22, 1.04)
H (-0.02, -0.73, 1.55)
H (-0.75, -0.49, -0.55)
H (-0.02, 2.04, 0.75)
H (-1.41, 1.13, 0.95)
H (-0.84, 2.61, -1.54)
H (-1.97, 1.26, -1.56)

Atom charges from the Mulliken analysis, given in e for atoms 1 to 2: -0.0383 -0.3486

***

<2>
ORCA calculation (ωB97M-V/def2-TZVPD) on the ion C3H8N3 with charge +1.

Summary:
Net charge = +1
SMILES = [H]/N=C/C(N)=[NH+]/C

Element x y z (Å)
H (1.50, 2.72, 1.46)
N (1.30, 1.80, 1.11)
C (0.23, 1.16, 1.27)
C (0.21, 0.16, 0.24)
N (1.23, 0.01, -0.56)
N (-0.94, -0.42, 0.03)
C (-1.09, -1.41, -1.00)
H (-0.69, 1.40, 1.68)
H (1.19, -0.88, -1.03)
H (1.94, 0.76, -0.49)
H (-1.52, -0.39, 0.85)
H (-2.01, -1.88, -0.75)
H (-1.01, -0.94, -1.92)
H (-0.33, -2.09, -0.87)

Atom charges from the Mulliken analysis, given in e for atoms 1 to 2: 0.2600 -0.4633

***

<3>
ORCA calculation (ωB97M-V/def2-TZVPD) on a structure of composition C3H8N3.

Summary:
Net charge = +1

Element x y z (Å)
C (0.69, -0.77, 3.02)
C (-0.06, 0.28, -0.23)
C (-1.09, -0.67, -0.69)
N (0.13, -0.97, 1.90)
N (0.59, 0.44, 0.81)
N (0.38, 1.30, -1.28)
H (1.20, 0.15, 3.05)
H (0.55, -1.57, 3.66)
H (-0.79, -1.04, -1.62)
H (-2.08, -0.11, -0.58)
H (-1.21, -1.49, 0.03)
H (1.35, 1.43, -1.26)
H (-0.07, 2.17, -0.87)
H (0.07, 0.90, -2.17)

Atom charges from the Mulliken analysis, given in e for atoms 1 to 2: -0.2193 0.4211

***

<4>
ORCA calculation (ωB97M-V/def2-TZVPD) on the ion C3H8N3 with charge +1.

Summary:
Net charge = +1
SMILES = C[C@@]1([NH3+])CN=N1

Element x y z (Å)
C (1.06, 0.15, -0.90)
C (0.21, 0.26, 0.33)
N (-1.15, 0.78, 0.02)
C (0.33, -1.05, 1.62)
N (0.93, 0.07, 2.30)
N (0.83, 0.98, 1.49)
H (0.48, -0.24, -1.74)
H (1.91, -0.50, -0.74)
H (1.44, 1.14, -1.15)
H (-1.75, 0.04, -0.37)
H (-1.06, 1.54, -0.67)
H (-1.59, 1.17, 0.87)
H (-0.61, -1.37, 2.05)
H (1.00, -1.88, 1.40)

Atom charges from the Mulliken analysis, given in e for atoms 1 to 2: -1.4678 0.5481

***

Question: which arrangement is favored energetically? Ranking from most to least stable: <2>, <4>, <3>, <1>.

***

<1>
ORCA calculation (ωB97M-V/def2-TZVPD) on a cluster of 2 separate species, C3H8N3 in total.

Summary:
Net charge = +1

Element x y z (Å)
C (0.85, -0.02, 0.11)
C (3.40, 0.12, -0.11)
C (-1.96, -0.04, 0.45)
N (2.01, 0.00, 0.16)
N (-2.25, 1.18, 0.12)
N (-2.34, -1.07, -0.27)
H (3.73, 0.85, 0.54)
H (3.76, -0.88, 0.32)
H (3.47, 0.13, -1.11)
H (-1.32, -0.33, 1.24)
H (-1.69, 1.89, 0.55)
H (-2.72, 1.30, -0.78)
H (-2.86, -1.07, -1.11)
H (-2.09, -2.06, -0.11)

Atom charges from the Mulliken analysis, given in e for atoms 1 to 2: -0.2544 -0.6459

***

<2>
ORCA calculation (ωB97M-V/def2-TZVPD) on a structure of composition C3H8N3.

Summary:
Net charge = +1

Element x y z (Å)
C (1.44, -0.99, -0.08)
C (0.48, -0.09, 0.26)
C (-1.06, -0.06, 0.72)
N (2.39, 0.03, -0.18)
N (1.34, 1.00, -0.01)
N (-1.91, 0.10, -0.49)
H (1.57, -2.04, -0.20)
H (-1.28, -1.00, 1.22)
H (-1.21, 0.78, 1.39)
H (3.02, 0.14, -0.95)
H (1.53, 1.71, 0.69)
H (-2.91, 0.12, -0.25)
H (-1.74, -0.67, -1.15)
H (-1.67, 0.98, -0.97)

Atom charges from the Mulliken analysis, given in e for atoms 1 to 2: -0.3590 0.1567

***

Question: which arrangement is favored energetically? Ranking from most to least stable: <1>, <2>.

***

<1>
ORCA calculation (ωB97M-V/def2-TZVPD) on a structure of composition C2H2N2O2S.

Element x y z (Å)
C (-4.33, 0.25, 0.15)
C (-3.39, -0.12, -0.74)
N (-5.00, 0.73, 0.94)
N (0.37, -0.28, -0.08)
O (-2.94, -0.04, -1.82)
O (-2.23, -0.79, 0.59)
S (-0.94, -1.40, 0.09)
H (0.77, 0.02, 0.86)
H (1.13, -0.50, -0.73)

Atom charges from the Mulliken analysis, given in e for atoms 1 to 2: 0.2354 0.6097

***

<2>
ORCA calculation (ωB97M-V/def2-TZVPD) on a cluster of 2 separate species, C2H2N2O2S in total.

Element x y z (Å)
C (-2.23, -1.05, 0.19)
C (1.02, 1.93, 0.16)
N (-1.16, -1.34, 0.63)
N (1.58, -0.41, -0.26)
O (1.05, 3.05, 0.55)
O (1.60, 0.93, -0.24)
S (-3.73, -1.20, -0.17)
H (-0.16, -1.15, 0.33)
H (2.04, -0.78, -1.19)

Atom charges from the Mulliken analysis, given in e for atoms 1 to 2: 0.3034 0.5843

***

Question: which arrangement is favored energetically? Ranking from most to least stable: <1>, <2>.

***

<1>
ORCA calculation (ωB97M-V/def2-TZVPD) on a cluster of 3 separate species, C3H12NO4 in total.

Summary:
Net charge = +1

Element x y z (Å)
C (0.28, 0.97, 0.51)
C (-0.25, 1.55, -0.80)
C (-1.33, 0.58, -1.39)
O (-1.81, 1.15, -2.49)
O (-1.57, -0.52, -0.96)
N (1.07, -0.24, 0.10)
H (0.89, 1.78, 1.02)
H (-0.61, 0.71, 1.10)
H (0.38, 2.06, -1.54)
H (-0.95, 2.32, -0.43)
H (-2.49, 0.56, -2.90)
H (1.74, -0.13, -0.66)
H (0.32, -0.99, -0.08)
H (1.71, -0.65, 0.81)
H (2.93, -0.93, 2.97)
H (2.80, 0.66, 2.70)
O (2.38, -0.20, 2.66)
H (0.72, -3.25, 1.29)
H (-0.74, -2.74, 1.21)
O (0.18, -2.46, 1.25)

Atom charges from the Mulliken analysis, given in e for atoms 1 to 2: -0.4314 -0.7630

***

<2>
ORCA calculation (ωB97M-V/def2-TZVPD) on a cluster of 3 separate species, C3H12NO4 in total.

Summary:
Net charge = +1

Element x y z (Å)
C (-0.73, -0.33, -1.34)
C (-1.82, -0.15, -0.29)
C (-2.08, 1.33, 0.02)
O (-3.05, 1.45, 0.87)
O (-1.47, 2.26, -0.48)
N (0.47, 0.52, -0.94)
H (-0.55, -1.41, -1.56)
H (-0.97, -0.15, -2.40)
H (-1.54, -0.65, 0.65)
H (-2.56, -0.70, -0.89)
H (-3.78, 2.08, 0.66)
H (0.87, -0.07, -0.20)
H (0.02, 1.46, -0.87)
H (1.32, 0.44, -1.50)
H (4.03, 0.24, 0.27)
H (4.41, -0.36, -1.13)
O (3.73, 0.11, -0.63)
H (1.13, -2.82, 3.28)
H (1.51, -1.35, 3.55)
O (1.06, -1.92, 2.92)

Atom charges from the Mulliken analysis, given in e for atoms 1 to 2: -0.7674 -0.4173

***

Question: which arrangement is favored energetically? Ranking from most to least stable: <1>, <2>.

***

<1>
ORCA calculation (ωB97M-V/def2-TZVPD) on a cluster of 2 separate species, C3H2NOS2 in total.

Summary:
Net charge = -1

Element x y z (Å)
C (-1.01, 0.00, 0.32)
C (1.13, -0.13, -1.82)
C (-0.02, 0.22, 1.35)
N (0.60, 0.79, -1.36)
O (1.74, -1.09, -2.26)
S (-2.01, -0.97, -0.45)
S (-1.23, 1.57, 1.07)
H (-0.15, -0.49, 2.17)
H (0.95, 0.11, 0.98)

Atom charges from the Mulliken analysis, given in e for atoms 1 to 2: 0.2039 0.5618

***

<2>
ORCA calculation (ωB97M-V/def2-TZVPD) on the ion C3H2NOS2 with charge -1.

Summary:
Net charge = -1

Element x y z (Å)
C (-1.02, 0.77, 0.60)
C (-0.90, 0.51, -0.73)
C (1.13, -0.88, 0.73)
N (2.18, -1.34, 0.32)
O (-0.12, -0.30, -1.28)
S (-2.38, 1.00, -1.55)
S (0.22, 0.01, 1.72)
H (-1.40, 1.72, 0.85)
H (2.30, -1.49, -0.66)

Atom charges from the Mulliken analysis, given in e for atoms 1 to 2: -0.6871 0.5690

***

Question: which arrangement is favored energetically? Ranking from most to least stable: <1>, <2>.